1.
Molecular formula: C32H56N3OP2Zn
Method: DFT, wB97M-V/def2-TZVPD

Calculated values
**Total charge**: +1
**HOMO-LUMO gap**: 5.6 eV
**LUMO energy**: -2.6339 eV

Geometry as XYZ:
```
95
Properties=species:S:1:pos:R:3:lowdin_charge:R:1
C -0.26 1.31 -2.67 -0.336
C 0.05 -0.97 -2.10 -0.289
C -0.22 1.04 -4.03 -0.055
C -0.05 -1.28 -3.49 -0.033
C -0.19 -0.29 -4.44 -0.055
H -0.23 1.87 -4.73 0.114
H 0.01 -2.33 -3.79 0.114
H -0.24 -0.54 -5.50 0.116
N -0.24 0.34 -1.74 0.014
P -0.77 3.06 -0.51 1.094
P 0.51 -2.75 0.38 1.014
C -0.25 2.80 -2.26 -0.242
H 0.75 3.22 -2.40 0.093
H -0.91 3.35 -2.94 0.076
C 0.92 -1.67 2.81 -0.096
O 1.45 -0.94 3.50 0.065
C 0.55 -2.04 -1.26 -0.274
H 0.64 -2.93 -1.91 0.045
C 1.91 -4.08 0.25 -0.623
C -1.11 -3.61 0.97 -0.674
C 0.38 4.25 0.40 -0.681
C -2.54 3.66 -0.73 -0.674
C 2.85 -3.70 1.41 -0.114
H 2.42 -3.93 2.39 0.083
H 3.79 -4.26 1.31 0.095
H 3.08 -2.63 1.37 0.021
C 1.51 -5.55 0.34 -0.096
H 1.04 -5.84 1.28 0.059
H 0.87 -5.86 -0.50 0.073
H 2.44 -6.14 0.26 0.093
C 2.66 -3.92 -1.09 -0.127
H 3.69 -4.29 -0.98 0.091
H 2.18 -4.49 -1.90 0.091
H 2.70 -2.88 -1.40 0.022
C -0.87 -4.25 2.35 -0.094
H -0.46 -3.52 3.06 0.036
H -1.84 -4.61 2.74 0.090
H -0.19 -5.11 2.31 0.055
C -2.19 -2.54 1.15 -0.139
H -1.92 -1.79 1.91 0.047
H -2.41 -2.00 0.22 0.072
H -3.12 -3.02 1.49 0.085
C -1.61 -4.61 -0.07 -0.097
H -0.97 -5.50 -0.16 0.054
H -2.61 -4.96 0.23 0.083
H -1.70 -4.14 -1.06 0.080
C -3.13 3.89 0.67 -0.084
H -4.18 4.21 0.55 0.099
H -3.13 2.97 1.27 0.049
H -2.60 4.68 1.22 0.071
C -3.33 2.56 -1.46 -0.075
H -2.93 2.36 -2.46 0.086
H -3.34 1.62 -0.89 0.055
H -4.37 2.90 -1.57 0.100
C -2.63 4.95 -1.56 -0.073
H -3.70 5.19 -1.68 0.099
H -2.16 5.81 -1.08 0.063
H -2.21 4.83 -2.57 0.080
C 1.81 4.06 -0.12 -0.092
H 1.96 4.52 -1.11 0.090
H 2.51 4.55 0.58 0.104
H 2.08 3.00 -0.18 0.044
C 0.31 3.87 1.89 -0.096
H 0.59 2.81 2.06 0.062
H 1.01 4.50 2.45 0.097
H -0.70 4.03 2.31 0.075
C 0.00 5.73 0.23 -0.091
H -0.02 6.03 -0.83 0.088
H -0.96 5.98 0.71 0.073
H 0.78 6.33 0.72 0.098
Zn -0.38 0.88 0.26 0.515
N 1.28 -0.07 0.54 0.021
C 2.18 -0.73 0.08 -0.136
C 3.72 -0.42 -0.02 -0.539
C 4.49 -1.41 -0.85 -0.064
C 3.84 0.92 -0.74 -0.046
C 4.29 -0.37 1.40 -0.034
H 4.53 -2.40 -0.39 0.067
H 4.08 -1.48 -1.86 0.098
H 5.53 -1.08 -0.96 0.103
H 3.49 1.74 -0.11 0.062
H 4.89 1.13 -0.99 0.103
H 3.26 0.88 -1.67 0.099
H 5.29 0.07 1.39 0.103
H 3.66 0.24 2.06 0.086
H 4.37 -1.37 1.83 0.078
C -4.83 -0.43 3.08 -0.062
C -4.64 0.31 1.74 -0.183
C -3.25 0.50 1.41 -0.149
N -2.11 0.57 1.16 0.155
H -4.38 -1.43 3.04 0.074
H -5.89 -0.54 3.33 0.089
H -4.34 0.12 3.90 0.091
H -5.11 -0.25 0.92 0.144
H -5.11 1.30 1.78 0.132
```



2.
Molecular formula: C32H57HgN4OP2
Method: DFT, wB97M-V/def2-TZVPD

Calculated values
**Total charge**: +1
**HOMO-LUMO gap**: 6.3 eV
**LUMO energy**: -2.3581 eV

Geometry as XYZ:
```
97
Properties=species:S:1:pos:R:3:lowdin_charge:R:1
C -2.36 0.91 -1.67 -0.380
C -2.79 -1.30 -0.82 -0.370
C -3.56 0.94 -2.37 -0.070
C -4.06 -1.27 -1.50 -0.040
C -4.43 -0.18 -2.26 -0.067
H -3.83 1.81 -2.97 0.107
H -4.71 -2.14 -1.41 0.111
H -5.40 -0.18 -2.78 0.112
N -1.98 -0.15 -0.90 -0.058
P -0.57 2.33 -0.08 1.081
P -0.64 -2.49 0.37 1.007
C -1.41 2.08 -1.74 -0.258
H -0.59 1.83 -2.44 0.068
H -1.91 2.98 -2.12 0.092
C -2.35 -2.43 -0.11 -0.283
H -2.98 -3.32 -0.14 0.068
C 0.26 -3.48 -1.04 -0.647
C -0.53 -3.56 1.96 -0.661
C 0.95 3.49 -0.42 -0.641
C -1.90 3.27 0.93 -0.655
C 1.78 -3.30 -0.93 -0.105
H 2.20 -3.87 -0.08 0.061
H 2.27 -3.68 -1.85 0.087
H 2.06 -2.24 -0.79 0.044
C -0.08 -4.98 -1.09 -0.096
H 0.34 -5.54 -0.24 0.065
H -1.18 -5.15 -1.11 0.085
H 0.34 -5.42 -2.02 0.094
C -0.28 -2.86 -2.35 -0.112
H 0.32 -3.25 -3.20 0.081
H -1.33 -3.14 -2.52 0.086
H -0.23 -1.76 -2.35 0.042
C 0.92 -4.02 2.21 -0.095
H 1.62 -3.17 2.18 0.076
H 0.98 -4.48 3.21 0.092
H 1.25 -4.78 1.48 0.063
C -0.96 -2.69 3.16 -0.129
H -0.26 -1.87 3.34 0.017
H -1.97 -2.28 3.02 0.078
H -0.97 -3.33 4.06 0.103
C -1.49 -4.76 1.90 -0.090
H -1.28 -5.46 1.08 0.059
H -1.42 -5.33 2.85 0.093
H -2.54 -4.42 1.80 0.078
C -1.38 3.45 2.37 -0.089
H -2.15 3.95 2.98 0.101
H -1.14 2.49 2.85 0.046
H -0.47 4.08 2.40 0.065
C -3.18 2.39 0.93 -0.088
H -3.71 2.45 -0.03 0.087
H -2.98 1.33 1.14 0.041
H -3.86 2.77 1.72 0.103
C -2.32 4.63 0.34 -0.087
H -3.29 4.92 0.80 0.096
H -1.61 5.43 0.55 0.060
H -2.49 4.58 -0.75 0.081
C 1.31 3.44 -1.91 -0.116
H 0.54 3.91 -2.54 0.096
H 2.26 4.00 -2.07 0.102
H 1.47 2.41 -2.26 0.013
C 2.12 2.91 0.41 -0.118
H 2.36 1.88 0.09 0.046
H 3.02 3.54 0.27 0.095
H 1.88 2.87 1.48 0.063
C 0.78 4.97 -0.04 -0.096
H 0.04 5.48 -0.68 0.081
H 0.51 5.12 1.01 0.065
H 1.75 5.48 -0.21 0.096
Hg -0.19 -0.06 0.42 0.794
C -1.25 0.07 2.02 -0.215
O -1.86 0.22 3.02 0.135
N 1.04 -0.05 -1.30 0.090
C 1.76 -0.07 -2.23 -0.085
C 2.66 -0.09 -3.40 -0.551
C 2.15 -1.13 -4.43 -0.029
C 2.66 1.33 -4.03 -0.042
C 4.09 -0.47 -2.93 -0.024
H 2.15 -2.14 -4.00 0.074
H 1.13 -0.89 -4.76 0.100
H 2.83 -1.12 -5.30 0.102
H 3.03 2.09 -3.32 0.075
H 3.31 1.33 -4.92 0.105
H 1.64 1.61 -4.35 0.100
H 4.76 -0.50 -3.80 0.102
H 4.48 0.25 -2.20 0.095
H 4.09 -1.47 -2.46 0.088
C 2.17 1.61 4.68 -0.056
N 1.61 0.38 4.16 -0.185
C 0.91 -0.51 5.08 -0.055
C 1.58 0.17 2.77 -0.156
N 1.42 0.01 1.62 0.025
H 2.02 1.70 5.78 0.103
H 1.65 2.47 4.22 0.088
H 3.25 1.65 4.47 0.100
H -0.18 -0.48 4.90 0.078
H 1.30 -1.55 4.99 0.102
H 1.02 -0.21 6.14 0.104
```



3.
Molecular formula: C32H57IN2O9
Method: DFT, wB97M-V/def2-TZVPD

Calculated values
**SMILES string**: C#CCc1nc2c(CCCI)cccc2nc1COC.COCCOC.COCCOC.COCCOC.COCCOC
**HOMO-LUMO gap**: 8.7 eV
**LUMO energy**: -0.1806 eV

Geometry as XYZ:
```
101
Properties=species:S:1:pos:R:3:lowdin_charge:R:1
C 1.08 -1.15 0.94 0.110
C 1.77 -0.21 0.68 -0.118
C 2.73 0.81 0.27 -0.124
C 2.09 1.91 -0.57 -0.182
N 0.89 1.72 -1.05 0.213
C 0.39 2.74 -1.80 -0.152
C -0.91 2.62 -2.35 -0.171
C -1.70 1.36 -2.07 -0.132
C -2.07 1.32 -0.54 -0.292
C -3.59 1.25 -0.29 -0.619
I -4.25 2.85 1.01 0.703
C -1.46 3.63 -3.10 -0.019
C -0.72 4.82 -3.32 -0.056
C 0.53 4.95 -2.78 -0.020
C 1.12 3.92 -2.02 -0.189
N 2.38 4.13 -1.51 0.186
C 2.83 3.12 -0.81 -0.174
C 4.21 3.27 -0.19 -0.167
O 4.07 3.67 1.16 -0.173
C 3.92 5.09 1.29 -0.084
H 0.61 -1.99 1.41 0.026
H 3.13 1.27 1.18 0.123
H 3.55 0.39 -0.32 0.132
H -2.62 1.35 -2.65 0.099
H -1.09 0.49 -2.27 0.111
H -1.54 0.51 -0.03 0.091
H -1.71 2.24 -0.08 0.053
H -3.84 0.32 0.22 0.030
H -4.17 1.34 -1.21 0.028
H -2.46 3.56 -3.53 0.113
H -1.13 5.64 -3.90 0.105
H 1.08 5.86 -2.94 0.110
H 4.77 2.34 -0.25 0.120
H 4.76 4.01 -0.79 0.122
H 3.64 5.55 0.34 0.075
H 3.13 5.32 2.00 0.089
H 4.88 5.50 1.63 0.089
C -3.74 -3.63 3.78 -0.105
O -3.05 -4.17 4.89 -0.187
C -1.99 -5.04 4.52 -0.202
C -0.65 -4.36 4.59 -0.196
O -0.54 -3.32 3.62 -0.222
C -0.75 -2.03 4.18 -0.103
H -4.35 -2.80 4.13 0.089
H -3.06 -3.26 3.01 0.085
H -4.41 -4.39 3.34 0.081
H -2.16 -5.45 3.52 0.128
H -2.00 -5.88 5.23 0.126
H 0.14 -5.09 4.36 0.118
H -0.46 -3.97 5.59 0.129
H 0.13 -1.72 4.74 0.092
H -1.63 -2.01 4.83 0.086
H -0.91 -1.33 3.36 0.079
C 4.47 -5.79 0.09 -0.114
O 4.27 -4.54 0.71 -0.188
C 2.90 -4.27 1.00 -0.199
C 2.57 -4.52 2.45 -0.198
O 2.67 -5.90 2.79 -0.194
C 3.87 -6.21 3.47 -0.112
H 5.54 -6.02 0.13 0.088
H 3.92 -6.59 0.59 0.083
H 4.17 -5.74 -0.97 0.087
H 2.25 -4.86 0.35 0.131
H 2.73 -3.21 0.79 0.097
H 1.53 -4.22 2.62 0.101
H 3.20 -3.91 3.11 0.133
H 3.82 -5.87 4.51 0.087
H 4.74 -5.77 2.98 0.084
H 3.98 -7.30 3.47 0.088
C -8.47 -1.18 0.77 -0.108
O -8.62 -2.52 0.34 -0.190
C -7.39 -3.17 0.09 -0.205
C -6.99 -4.08 1.24 -0.203
O -6.71 -3.34 2.42 -0.213
C -7.78 -3.35 3.35 -0.103
H -9.43 -0.85 1.16 0.089
H -7.72 -1.09 1.55 0.083
H -8.20 -0.54 -0.08 0.088
H -6.60 -2.44 -0.11 0.123
H -7.52 -3.79 -0.80 0.125
H -6.07 -4.61 0.97 0.124
H -7.76 -4.83 1.43 0.128
H -7.82 -4.32 3.86 0.090
H -8.74 -3.15 2.87 0.084
H -7.59 -2.58 4.09 0.090
C 5.07 4.47 -6.95 -0.112
O 5.61 5.74 -6.62 -0.191
C 4.66 6.79 -6.72 -0.206
C 4.12 7.19 -5.36 -0.206
O 3.36 6.15 -4.78 -0.196
C 4.07 5.41 -3.80 -0.119
H 5.78 3.72 -6.62 0.088
H 4.11 4.30 -6.46 0.083
H 4.95 4.38 -8.03 0.088
H 3.84 6.51 -7.39 0.126
H 5.17 7.65 -7.16 0.125
H 3.45 8.05 -5.49 0.125
H 4.93 7.49 -4.70 0.127
H 4.15 6.00 -2.87 0.085
H 5.08 5.14 -4.14 0.087
H 3.52 4.50 -3.59 0.066
```



4.
Molecular formula: C32H57N6O3PPt
Method: DFT, wB97M-V/def2-TZVPD

Calculated values
**HOMO-LUMO gap (spin up / spin down)**: 6.3 / 6.4 eV
**LUMO energy (spin up / spin down)**: -0.6216 / -0.6179 eV

Geometry as XYZ:
```
100
Properties=species:S:1:pos:R:3:lowdin_charge:R:1
Pt -1.04 0.07 -0.62 1.053
O -1.96 2.17 -0.45 -0.179
C -3.12 2.50 -0.04 -0.371
C -3.34 3.86 0.33 -0.014
C -4.56 4.31 0.76 -0.095
C -5.64 3.43 0.87 -0.113
C -5.47 2.12 0.52 -0.055
C -4.24 1.62 0.05 -0.093
C -4.14 0.25 -0.38 -0.261
N -3.09 -0.38 -0.90 -0.063
C -3.51 -1.63 -1.25 -0.125
C -4.82 -1.78 -0.92 -0.070
N -5.21 -0.59 -0.38 0.114
H -2.50 4.53 0.25 0.099
H -4.69 5.35 1.01 0.103
H -6.59 3.79 1.23 0.094
H -6.32 1.45 0.61 0.096
H -2.82 -2.31 -1.71 0.082
H -5.48 -2.61 -1.03 0.109
H -6.13 -0.37 -0.03 0.142
C -1.21 -1.85 -4.32 -0.062
C -0.58 -2.99 -3.54 -0.276
O -0.91 -2.83 -2.18 -0.235
C -0.45 -3.88 -1.36 -0.274
C -0.91 -3.62 0.06 -0.080
H -0.85 -1.83 -5.34 0.082
H -0.97 -0.91 -3.83 0.045
H -2.30 -1.96 -4.33 0.076
H 0.52 -2.99 -3.66 0.119
H -0.95 -3.97 -3.90 0.121
H 0.65 -3.92 -1.41 0.117
H -0.84 -4.84 -1.74 0.123
H -0.71 -2.57 0.29 0.014
H -0.37 -4.25 0.75 0.070
H -1.97 -3.81 0.16 0.073
C 1.64 0.35 -3.06 -0.079
C 0.78 1.56 -3.40 -0.272
O -0.58 1.18 -3.27 -0.245
C -1.50 2.20 -3.60 -0.274
C -2.86 1.57 -3.82 -0.055
H 2.68 0.66 -2.93 0.071
H 1.59 -0.39 -3.84 0.071
H 1.26 -0.08 -2.12 0.014
H 0.96 1.90 -4.43 0.122
H 1.00 2.39 -2.72 0.106
H -1.16 2.72 -4.52 0.120
H -1.55 2.94 -2.79 0.110
H -2.82 0.89 -4.67 0.073
H -3.61 2.33 -4.00 0.079
H -3.11 1.00 -2.93 0.046
N 0.70 -0.39 0.17 -0.366
P 1.57 0.00 1.40 0.614
N 3.10 -0.72 1.23 -0.214
C 3.07 -2.07 0.72 -0.236
C 3.58 -2.14 -0.72 -0.180
C 4.99 -1.55 -0.79 -0.202
C 4.98 -0.12 -0.25 -0.180
C 4.40 -0.11 1.17 -0.217
N 1.07 -0.58 2.90 -0.229
C -0.18 -1.25 3.11 -0.217
C 0.04 -2.71 3.51 -0.184
C 0.97 -2.79 4.72 -0.203
C 2.28 -2.09 4.39 -0.176
C 1.98 -0.64 4.02 -0.219
N 1.99 1.60 1.75 -0.200
C 2.34 2.42 0.61 -0.219
C 1.16 3.24 0.07 -0.190
C 0.55 4.08 1.18 -0.196
C 0.10 3.13 2.29 -0.174
C 1.32 2.35 2.79 -0.208
H 2.04 -2.41 0.76 0.088
H 3.69 -2.71 1.36 0.117
H 2.91 -1.57 -1.36 0.089
H 3.59 -3.18 -1.05 0.109
H 5.35 -1.56 -1.82 0.107
H 5.67 -2.16 -0.19 0.110
H 4.37 0.51 -0.90 0.091
H 6.00 0.28 -0.23 0.110
H 4.33 0.91 1.55 0.102
H 5.08 -0.68 1.82 0.122
H -0.76 -1.18 2.18 0.074
H -0.75 -0.74 3.91 0.123
H 0.50 -3.24 2.68 0.091
H -0.92 -3.18 3.73 0.112
H 1.15 -3.84 4.98 0.108
H 0.50 -2.31 5.59 0.111
H 2.76 -2.59 3.55 0.098
H 2.96 -2.12 5.25 0.111
H 2.90 -0.11 3.73 0.110
H 1.54 -0.13 4.89 0.122
H 2.70 1.75 -0.18 0.092
H 3.16 3.09 0.89 0.127
H 0.39 2.55 -0.30 0.066
H 1.51 3.87 -0.75 0.112
H -0.30 4.65 0.80 0.092
H 1.28 4.79 1.58 0.113
H -0.63 2.43 1.88 0.103
H -0.35 3.68 3.12 0.114
H 1.00 1.67 3.58 0.093
H 2.04 3.06 3.22 0.128
```